[1]
Here is a cluster of 2 separate species, C3H3BrO2 in total at a distorted geometry from the OMol25 dataset. Energies are from ωB97M-V with the def2-TZVPD basis set.

```
! RIJCOSX wB97M-V def2-TZVPD def2/J DEFGRID3
* xyz 0 1
Br -1.4440 -1.9357 1.3872
O 1.3571 1.5394 -0.3664
O 1.0033 -0.2634 0.9302
C 1.6142 0.6660 0.3695
C -1.3111 -0.0949 -0.8450
C -0.7768 -0.6050 0.2351
H -2.2690 -0.6485 -1.1080
H 2.7013 0.5677 0.8173
H -0.8750 0.7746 -1.4198
*
```

Calculated values
* LUMO: -0.695 eV
* Kohn-Sham gap: 9.4 eV
* maximum force: 6.74 eV/A

***

[2]
Here is the molecule F2H2N2O at a distorted geometry from the OMol25 dataset. Energies are from ωB97M-V with the def2-TZVPD basis set.

```
! RIJCOSX wB97M-V def2-TZVPD def2/J DEFGRID3
* xyz 0 1
F 1.9601 0.4782 0.2688
F -0.6955 -1.3637 1.3152
O -0.0039 -0.2146 -0.5671
N 0.7205 0.8854 -0.2786
N -1.1032 -0.3491 0.4845
H 0.9865 1.3310 -1.1624
H -1.8646 -0.7672 -0.0605
*
```

Calculated values
* LUMO: 1.005 eV
* SMILES: FNONF
* Kohn-Sham gap: 11.5 eV
* maximum force: 2.22 eV/A

***

[3]
Here is the molecule C4H4O2 from the OMol25 dataset. Energies are from ωB97M-V with the def2-TZVPD basis set.

```
! RIJCOSX wB97M-V def2-TZVPD def2/J DEFGRID3
* xyz 0 1
O 0.6089 0.0017 -1.7730
O 0.7945 1.8404 0.1314
C -1.8320 -0.7339 0.7032
C -0.8269 -0.7720 0.0375
C 0.5282 -0.4458 -0.4598
C 0.8140 0.6983 0.5171
H 0.9090 0.4185 1.5820
H -2.7174 -0.6765 1.2958
H 0.5279 0.9709 -1.7159
H 1.2149 -1.2882 -0.3197
*
```

Calculated values
* LUMO: 0.626 eV
* SMILES: C#C[C@@H](O)C=O
* Kohn-Sham gap: 11.0 eV
* maximum force: 0.70 eV/A

***

[4]
Here is a structure of composition C45H40ClN8O4SV at a distorted geometry from the OMol25 dataset. Energies are from ωB97M-V with the def2-TZVPD basis set.

```
! RIJCOSX wB97M-V def2-TZVPD def2/J DEFGRID3
* xyz -1 4
V 0.5328 0.2129 -0.9703
Cl 3.6301 -4.0414 4.9070
S 1.4581 3.0799 2.5684
O 4.1210 -4.8209 0.3776
O 2.7881 -2.9350 -0.7296
O 2.2691 -0.8272 -0.2623
O 4.6782 -5.3885 2.4407
N 0.1237 2.6590 0.1916
N 1.4629 -1.5962 -2.7167
N -0.3817 -1.2357 0.4304
N 2.4087 -2.0418 3.6037
N 2.2001 -1.4881 2.3929
N 0.8268 4.7341 0.5663
N -3.3564 -1.5046 -1.7385
N -0.0766 1.3152 0.4382
C 0.4996 -2.1396 -4.8857
C -1.4899 -2.7030 2.4988
C 1.6454 0.7862 5.8388
C -0.9031 -3.3612 1.4000
C -0.9331 2.2184 -2.8513
C 2.7682 -2.3076 1.5368
C 2.1492 1.0210 -3.5898
C 3.8115 2.7739 -2.2211
C 1.9452 -1.3235 4.7623
C 3.1305 -3.1837 3.5175
C -1.9127 3.0878 -3.3084
C -1.5199 1.6845 3.7724
C -0.3809 -2.5781 0.4025
C 0.8901 -1.2348 6.9027
C -3.5603 1.7822 -2.2108
C -4.5693 -1.3145 -2.5819
C 0.8163 0.4822 -5.6632
C -1.4764 -1.3371 2.5702
C 0.0178 -1.7296 -6.1239
C -1.1804 1.0672 -2.0673
C 2.6281 -1.9868 0.0711
C 2.8101 2.0759 -1.5591
C -2.3935 2.6712 1.7761
C -3.0226 -0.2362 -0.9338
C 0.7470 3.4368 1.0373
C 4.1224 -4.6278 1.6847
C -2.3305 2.5108 4.5422
C 1.9234 1.1834 -2.1988
C 2.0985 0.0506 4.7526
C 1.0520 0.1465 6.9200
C -0.8606 -0.5832 1.5442
C 1.3329 0.0888 -4.4327
C 3.1750 1.7049 -4.2618
C 4.0001 2.5897 -3.5870
C -3.1781 3.4259 3.9305
C -2.2188 -1.9921 -2.5824
C -2.5557 0.8926 -1.7915
C -3.2040 3.5012 2.5409
C 1.1183 -1.2338 -4.0277
C 1.3273 -1.9784 5.8155
C 0.1482 -0.4012 -6.5088
C -3.2495 2.8858 -2.9826
C -0.7445 0.8460 1.5119
C -1.5421 1.7466 2.3848
C 3.3764 -3.4284 2.1890
H -3.8020 4.0811 4.5284
H -0.8481 -4.4387 1.3339
H -4.0180 3.5831 -3.2938
H 1.0341 5.4190 1.2682
H 0.4045 -1.7395 7.7292
H 2.6929 2.2478 -0.4921
H -4.5897 1.6159 -1.8981
H 0.1799 4.9793 -0.1657
H 2.5212 0.5465 3.8862
H -1.3474 -2.1429 -1.9528
H -0.2424 -0.0588 -7.4594
H 0.0900 2.4632 -3.0979
H 0.3970 -3.1763 -4.5700
H 1.7419 1.8654 5.8098
H -1.6241 3.9509 -3.8997
H -0.4643 -2.4476 -6.7790
H -1.9959 -1.2314 -3.3220
H 4.4499 3.4567 -1.6696
H -2.2722 2.4577 5.6243
H -0.8099 1.0289 4.2590
H -2.2710 -0.5554 -0.2219
H 1.1744 -3.0484 5.7845
H 2.2377 -1.0778 -2.3203
H 0.9435 1.5185 -5.9570
H -3.5484 -2.2187 -1.0425
H 3.6156 -4.0929 -0.0873
H 4.7883 3.1162 -4.1158
H -4.8084 -2.2558 -3.0704
H 0.0805 -3.0245 -0.4731
H -3.9537 -0.0069 -0.4143
H 0.6970 0.7229 7.7659
H -4.3387 -0.5489 -3.3170
H -1.9437 -3.2743 3.3001
H -2.5343 -2.9173 -3.0613
H -3.8476 4.2210 2.0468
H 1.6059 -2.5764 -2.5258
H -5.3894 -0.9863 -1.9481
H 3.3272 1.5285 -5.3229
H -2.4000 2.7463 0.6952
H -1.9244 -0.8315 3.4135
*
```

Calculated values
* LUMO (alpha / beta): 1.476 / 1.466 eV
* Kohn-Sham gap (alpha / beta): 4.9 / 5.7 eV
* maximum force: 2.06 eV/A

***

[5]
Here is the molecule C6H10O at a distorted geometry from the OMol25 dataset. Energies are from ωB97M-V with the def2-TZVPD basis set.

```
! RIJCOSX wB97M-V def2-TZVPD def2/J DEFGRID3
* xyz 0 1
O 3.2647 1.1785 0.2555
C -0.0269 -0.6153 -0.0154
C 1.4161 -0.2988 -0.3908
C -2.9327 -1.3031 -0.1998
C -1.0912 0.4751 -0.0378
C -2.3696 0.1126 0.0859
C 2.0919 0.8535 0.3974
H -2.0460 -1.9366 -0.3252
H 2.0602 -1.2541 -0.2920
H -3.5739 -1.2030 -1.0907
H -0.4875 -1.3310 -0.7406
H -3.2072 0.8711 0.1580
H -0.7778 1.5588 -0.2135
H 1.5343 0.0976 -1.4239
H -0.2085 -1.2455 0.9129
H -3.4073 -1.6091 0.7269
H 1.4700 1.2806 1.2063
*
```

Calculated values
* LUMO: 0.946 eV
* SMILES: C/C=C\CCC=O
* Kohn-Sham gap: 10.1 eV
* maximum force: 2.51 eV/A

***

[6]
Here is the molecule C7H8S2 at a distorted geometry from the OMol25 dataset. Energies are from ωB97M-V with the def2-TZVPD basis set.

```
! RIJCOSX wB97M-V def2-TZVPD def2/J DEFGRID3
* xyz 0 1
S 0.1738 0.9630 -2.5950
S 2.7351 0.2844 -1.1360
C 0.5197 -0.6511 -0.2891
C 1.0157 0.1552 -1.3108
C 2.7368 -0.6288 0.3219
C -1.4521 1.5399 0.5797
C -0.9467 -0.8934 -0.2520
C 1.4948 -1.0724 0.6733
C -1.8287 0.2797 -0.0023
H -2.2353 2.3430 0.7710
H 3.4988 -0.8151 1.0366
H -2.8351 -0.0047 -0.3835
H -1.3450 -1.5813 -1.0120
H -1.1539 -1.6290 0.4949
H 1.1298 -1.6780 1.6118
H -0.8538 1.3277 1.4134
H -0.6537 2.0608 0.0782
*
```

Calculated values
* LUMO (alpha / beta): 0.765 / -2.045 eV
* Kohn-Sham gap (alpha / beta): 9.2 / 5.0 eV
* maximum force: 3.27 eV/A

***

[7]
Here is a cluster of 11 separate species, C5H29NO10 in total at a distorted geometry from the OMol25 dataset. Energies are from ωB97M-V with the def2-TZVPD basis set.

```
! RIJCOSX wB97M-V def2-TZVPD def2/J DEFGRID3
* xyz 1 2
O -2.9433 1.2359 1.5308
O 3.2408 -0.8571 -0.1872
O 2.2098 -2.8959 1.4539
O 1.8004 -0.9512 -2.5104
O -0.3412 0.2595 -3.7812
O -2.4162 2.4404 -3.2881
O 0.2783 -1.9432 4.1558
O -1.2589 -0.4292 2.6821
O -0.3983 -3.0054 1.7913
O -2.7672 2.3715 -0.8789
N -1.1865 -1.6772 -0.6621
C 1.5483 2.0775 0.5221
C -0.7419 -0.4206 -0.8571
C 1.0034 1.3140 -0.4590
C 0.3534 0.0622 -0.1874
C 2.2048 3.3430 0.2972
H -0.6395 -0.3430 -4.4847
H -0.6589 0.2776 2.3380
H 0.5548 -2.9346 1.7441
H -0.6098 -3.8597 2.3304
H 0.9136 -2.0325 3.4303
H 2.4731 -2.1295 0.9337
H 1.7186 1.6309 1.5121
H 2.9437 -3.0378 1.9399
H -2.3531 1.5321 -0.3900
H 0.9562 1.7112 -1.4855
H 0.6835 -0.4847 0.6077
H -0.7237 -2.2987 0.0226
H -3.2318 2.8711 -0.2207
H 3.3553 3.2755 0.3566
H -2.9358 2.4770 -2.5065
H 3.8652 -0.1046 -0.2417
H 1.0581 -0.4487 -2.8501
H -1.1166 0.6869 -3.5519
H -1.1532 0.2253 -1.5946
H -2.2546 0.7893 2.2300
H -1.0190 -1.1727 2.1064
H -2.9382 2.1962 1.7365
H -0.1920 -1.1082 3.9566
H -2.1545 -1.9858 -0.8897
H -1.7221 2.8750 -3.1248
H 2.5925 -0.8092 -1.0006
H 2.0719 3.8069 -0.6947
H 1.5340 -1.8552 -2.3054
H 1.8463 3.9320 1.0918
*
```

Calculated values
* LUMO (alpha / beta): -3.746 / -6.612 eV
* Kohn-Sham gap (alpha / beta): 9.4 / 6.7 eV
* maximum force: 10.28 eV/A

***

[8]
Here is a structure of composition C10H8EuN2O5 at a distorted geometry from the OMol25 dataset. Energies are from ωB97M-V with the def2-TZVPD basis set.

```
! RIJCOSX wB97M-V def2-TZVPD def2/J DEFGRID3
* xyz 2 8
Eu -0.2788 0.1847 0.2632
O -0.1139 2.7655 -2.0569
O 2.2345 -1.4441 -2.0850
O -2.5190 -1.4441 -1.9223
O -4.9439 3.7602 3.9617
O 0.0342 -2.8255 1.9766
N -3.5801 3.2087 5.7005
N -1.5590 1.1156 1.6660
C -3.0380 2.4173 3.4627
C -3.9364 3.1862 4.3760
C 0.0886 -1.8749 1.3566
C -3.3758 2.4328 2.0980
C 1.5342 -0.9243 -1.3373
C -1.7213 -0.9642 -1.2660
C -2.6024 1.7808 1.1618
C 0.0001 1.8908 -1.3406
C -1.8925 1.7045 3.8685
C -1.1238 1.0442 2.9287
H 1.3952 1.0775 1.4459
H -4.1877 3.7348 6.2951
H -2.7653 1.7352 0.0699
H 1.8132 0.7172 0.9242
H -4.2360 2.9470 1.7032
H -1.5722 1.6407 4.8982
H -2.7721 2.7784 6.1360
H -0.2052 0.4688 3.1396
*
```

Calculated values
* LUMO (alpha / beta): -9.036 / -8.844 eV
* Kohn-Sham gap (alpha / beta): 6.8 / 7.0 eV
* maximum force: 5.65 eV/A